(1)
{"formula": "C5H6F3N2O", "method": "wB97M-V/def2-TZVPD", "s2": 2.031, "molar_mass_g_mol": 167.110, "gap_ev": [8.8, 7.4], "e_homo_ev": [-12.26, -17.03], "charge": 1, "multiplicity": 3, "lumo_energy_ev": [-3.46, -9.63], "elements": ["C", "C", "C", "C", "C", "N", "N", "O", "F", "F", "F", "H", "H", "H", "H", "H", "H"], "positions_angstrom": [[-0.124, -0.526, 0.664], [-0.544, -0.202, -1.408], [-0.049, -1.208, 1.985], [0.954, 1.655, 1.245], [-0.834, -0.365, -2.869], [-0.643, -1.096, -0.526], [0.282, 0.693, 0.423], [0.099, 1.004, -0.883], [-1.511, 0.723, -3.290], [0.297, -0.516, -3.603], [-1.556, -1.490, -2.941], [-0.801, -1.291, 2.731], [0.079, -2.215, 1.627], [0.903, -0.898, 2.426], [0.190, 2.368, 1.546], [1.465, 1.247, 2.206], [1.794, 2.118, 0.669]], "atomic_forces_ev_per_a": [[-4.49, -8.94, -0.08], [0.25, -0.26, -0.38], [1.93, -0.02, -1.96], [1.88, 0.00, 1.05], [0.14, 0.06, -0.40], [0.99, 0.32, 3.82], [2.65, 7.26, -2.55], [0.52, 0.95, 1.07], [0.42, -1.00, -0.10], [-1.06, 0.34, 0.63], [0.22, 0.95, -0.54], [-1.18, 0.75, 0.39], [0.15, -0.86, 0.22], [-0.18, -0.13, 0.36], [0.07, 0.53, 0.06], [-1.32, 0.11, -1.81], [-0.99, -0.08, 0.21]], "lowdin_spin": [0.487, 0.315, 0.087, 0.064, 0.027, -0.028, 0.580, 0.321, 0.014, 0.021, 0.004, 0.028, 0.013, 0.013, 0.034, 0.005, 0.015]}

***

(2)
{"formula": "C31H31AsN3O3RuS", "method": "wB97M-V/def2-TZVPD", "molar_mass_g_mol": 701.666, "gap_ev": 6.3, "e_homo_ev": -16.21, "charge": 3, "de_lowest_kcal_mol": 29.5, "lumo_energy_ev": -9.90, "elements": ["Ru", "C", "O", "C", "C", "C", "C", "C", "C", "N", "N", "C", "C", "C", "C", "O", "C", "N", "C", "C", "C", "C", "H", "H", "H", "H", "H", "H", "H", "H", "H", "H", "H", "H", "C", "As", "C", "C", "H", "H", "H", "H", "H", "H", "H", "H", "H", "O", "S", "C", "C", "C", "C", "C", "C", "C", "C", "C", "C", "C", "C", "H", "H", "H", "H", "H", "H", "H", "H", "H", "H"], "positions_angstrom": [[-0.649, 2.040, 0.949], [1.977, -8.302, -4.906], [3.183, -7.489, -4.899], [3.162, -6.233, -4.597], [4.408, -5.558, -4.713], [4.479, -4.237, -4.440], [3.309, -3.533, -4.004], [2.057, -4.215, -3.891], [1.980, -5.536, -4.179], [3.460, -2.227, -3.818], [2.704, -1.358, -3.471], [1.847, -0.641, -2.869], [0.908, 0.157, -3.683], [-0.035, 0.924, -3.124], [-0.074, 1.080, -1.676], [-0.922, 1.784, -1.111], [0.941, 0.404, -0.847], [0.886, 0.721, 0.463], [1.794, 0.159, 1.265], [2.747, -0.741, 0.800], [2.801, -1.056, -0.544], [1.873, -0.461, -1.394], [2.288, -9.255, -5.316], [1.226, -7.843, -5.544], [1.619, -8.427, -3.886], [5.265, -6.122, -5.057], [5.406, -3.688, -4.542], [1.168, -3.672, -3.595], [1.039, -6.060, -4.106], [0.991, 0.068, -4.759], [-0.758, 1.471, -3.715], [1.755, 0.444, 2.308], [3.448, -1.177, 1.499], [3.561, -1.730, -0.921], [1.551, 3.834, 3.303], [0.880, 3.796, 1.502], [0.076, 5.518, 1.220], [2.460, 3.869, 0.405], [2.269, 4.651, 3.363], [2.046, 2.899, 3.559], [0.735, 4.015, 4.000], [0.858, 6.275, 1.263], [-0.670, 5.711, 1.986], [-0.404, 5.534, 0.245], [3.053, 4.730, 0.712], [2.171, 3.993, -0.638], [3.061, 2.968, 0.518], [-2.186, 3.358, 1.274], [-3.400, 3.167, 2.195], [-4.338, 1.809, 1.566], [-3.736, 0.687, 1.009], [-4.528, -0.360, 0.584], [-5.913, -0.285, 0.727], [-6.503, 0.834, 1.290], [-5.713, 1.900, 1.707], [-2.750, 2.439, 3.678], [-1.607, 1.649, 3.687], [-1.161, 1.081, 4.866], [-1.876, 1.292, 6.041], [-3.014, 2.082, 6.033], [-3.455, 2.663, 4.850], [-2.653, 0.617, 0.898], [-4.078, -1.243, 0.151], [-6.531, -1.105, 0.388], [-7.578, 0.888, 1.398], [-6.168, 2.789, 2.128], [-1.033, 1.404, 2.778], [-0.270, 0.467, 4.876], [-1.539, 0.838, 6.962], [-3.561, 2.256, 6.950], [-4.340, 3.288, 4.846]], "atomic_forces_ev_per_a": [[-0.63, -0.50, 0.50], [0.11, 0.08, 0.04], [-0.11, -0.12, -0.09], [-0.04, 0.02, 0.06], [-0.04, -0.01, -0.04], [-0.09, 0.07, 0.05], [-0.04, -0.16, -0.29], [0.08, 0.08, 0.05], [0.10, -0.05, -0.03], [0.68, 0.70, 0.45], [-1.02, -1.18, -0.32], [0.27, 0.80, 0.07], [0.19, -0.24, 0.17], [-0.09, -0.01, 0.30], [0.12, -0.24, -0.25], [0.51, 0.79, 0.21], [-0.18, 0.33, -0.14], [0.16, -0.22, 0.07], [-0.12, 0.00, -0.04], [0.06, 0.00, 0.00], [0.03, -0.03, 0.07], [0.03, -0.06, -0.33], [0.01, -0.02, 0.00], [0.00, -0.01, -0.02], [-0.01, 0.00, 0.01], [-0.01, -0.02, 0.04], [-0.01, 0.01, -0.01], [0.01, 0.01, 0.01], [0.01, 0.00, 0.00], [0.01, -0.03, 0.01], [0.00, 0.02, 0.03], [-0.03, -0.05, 0.03], [0.01, 0.02, 0.00], [-0.02, 0.00, 0.01], [-0.06, -0.08, 0.12], [-0.18, 0.00, -0.71], [-0.03, 0.05, 0.04], [0.09, -0.06, 0.00], [0.01, 0.01, 0.04], [0.02, 0.00, 0.00], [-0.01, -0.01, 0.00], [-0.01, 0.03, 0.02], [-0.01, -0.01, 0.01], [0.00, 0.00, -0.02], [0.03, 0.00, -0.02], [-0.01, -0.01, -0.01], [0.00, -0.01, 0.00], [-0.10, 0.10, -0.13], [0.09, 0.14, -0.02], [0.00, -0.12, -0.01], [-0.07, 0.03, -0.01], [-0.01, -0.02, -0.02], [0.01, 0.00, 0.00], [0.01, 0.02, 0.00], [-0.03, -0.02, -0.05], [0.04, -0.11, 0.04], [0.08, 0.27, 0.06], [0.04, 0.01, 0.01], [0.00, -0.02, 0.00], [-0.02, 0.01, -0.02], [0.02, 0.02, 0.04], [0.05, -0.03, 0.05], [-0.01, 0.01, -0.02], [0.01, -0.01, 0.02], [0.01, 0.01, -0.02], [0.01, -0.01, 0.00], [0.10, -0.21, -0.02], [-0.01, 0.00, 0.00], [0.01, 0.02, 0.00], [0.00, 0.00, -0.01], [0.01, 0.00, 0.00]], "mulliken_charge": [0.267, -0.829, -0.350, 0.837, -0.706, -0.376, 0.444, -0.174, -0.727, -1.007, 0.740, 0.317, -0.760, -0.977, 1.191, -0.592, 0.401, 0.075, -0.509, -1.149, -0.444, 0.489, 0.256, 0.372, 0.380, 0.477, 0.486, 0.430, 0.450, 0.552, 0.516, 0.494, 0.477, 0.513, -1.179, 0.783, -1.123, -1.187, 0.442, 0.384, 0.371, 0.464, 0.352, 0.368, 0.464, 0.367, 0.333, -0.493, -0.113, 1.013, 0.144, -0.922, -0.516, -0.632, -0.450, 0.851, 0.097, -1.162, -0.592, -0.663, -0.490, 0.043, 0.444, 0.422, 0.427, 0.479, 0.892, 0.473, 0.435, 0.430, 0.484]}

***

(3)
{"formula": "C4H12N2O", "method": "wB97M-V/def2-TZVPD", "molar_mass_g_mol": 104.153, "gap_ev": 9.7, "e_homo_ev": -8.96, "de_lowest_kcal_mol": 133.4, "lumo_energy_ev": 0.72, "elements": ["N", "C", "C", "N", "C", "C", "O", "H", "H", "H", "H", "H", "H", "H", "H", "H", "H", "H", "H"], "positions_angstrom": [[0.555, -0.936, 2.174], [-0.634, 0.026, 1.091], [0.232, 1.158, 0.558], [0.530, 1.258, -0.907], [-0.503, 0.562, -1.665], [-0.132, -0.954, -1.781], [0.400, -1.375, -0.549], [0.282, -0.997, 0.418], [1.500, -0.675, 2.442], [0.007, -0.905, 3.016], [-0.977, 0.326, 2.062], [-1.414, -0.491, 0.544], [-0.063, 2.103, 1.003], [1.233, 0.968, 0.920], [1.407, 0.762, -1.017], [-1.370, 0.575, -0.990], [-0.767, 1.079, -2.582], [0.653, -0.923, -2.548], [-0.939, -1.562, -2.189]], "atomic_forces_ev_per_a": [[-2.40, -0.91, -1.45], [1.96, 1.55, 4.70], [1.32, 0.07, -1.24], [-0.82, 0.03, 0.67], [-0.70, -0.79, 1.11], [0.50, 2.40, 0.12], [1.06, -1.60, 0.38], [0.56, -1.74, -3.14], [-0.12, 0.98, -0.98], [-0.09, -0.29, 0.24], [-1.19, 0.82, -0.19], [0.60, -0.49, 0.16], [-0.45, 0.28, -0.30], [0.02, 0.22, 0.70], [-0.09, 0.07, -0.28], [-0.29, 0.45, -0.82], [0.11, -0.23, -0.31], [0.27, -0.68, 0.23], [-0.23, -0.15, 0.40]], "mulliken_charge": [-0.729, -0.606, -0.637, -0.413, -0.568, -0.406, -0.663, 0.574, 0.171, 0.256, 0.379, 0.399, 0.298, 0.400, 0.317, 0.230, 0.375, 0.326, 0.300]}

***

(4)
{"formula": "C5H11N", "method": "wB97M-V/def2-TZVPD", "molar_mass_g_mol": 85.150, "gap_ev": 10.0, "e_homo_ev": -8.81, "de_lowest_kcal_mol": 31.4, "smiles": "CCN1C[C@H]1C", "lumo_energy_ev": 1.18, "elements": ["C", "C", "N", "C", "C", "C", "H", "H", "H", "H", "H", "H", "H", "H", "H", "H", "H"], "positions_angstrom": [[-1.939, 0.470, -1.114], [-1.048, 0.542, 0.116], [-0.463, -0.731, 0.517], [0.492, -1.386, -0.360], [0.950, -0.735, 0.894], [1.831, 0.501, 0.841], [-2.188, 1.491, -1.422], [-1.417, -0.009, -1.951], [-2.869, -0.075, -0.930], [-0.279, 1.296, -0.086], [-1.621, 0.905, 0.978], [0.391, -2.469, -0.430], [0.779, -0.904, -1.297], [1.158, -1.369, 1.756], [2.850, 0.224, 0.558], [1.865, 0.998, 1.817], [1.507, 1.249, 0.113]], "atomic_forces_ev_per_a": [[-0.06, -0.06, -0.04], [-0.02, 0.23, -0.04], [-0.11, 0.16, 0.04], [0.09, -0.08, -0.20], [0.24, -0.02, 0.13], [0.01, 0.02, 0.01], [-0.06, -0.19, 0.02], [-0.08, 0.06, 0.13], [0.13, 0.00, 0.00], [-0.16, -0.04, 0.00], [0.04, -0.01, -0.14], [0.04, 0.22, 0.02], [-0.08, 0.04, 0.15], [-0.04, 0.04, -0.17], [-0.06, -0.06, 0.15], [0.02, -0.09, -0.10], [0.10, -0.24, 0.06]], "mulliken_charge": [-1.121, -0.057, -0.285, -0.319, 0.023, -1.305, 0.341, 0.304, 0.295, 0.045, 0.269, 0.237, 0.253, 0.336, 0.339, 0.299, 0.347]}

***

What did the first record say?
{"formula": "C5H6F3N2O", "method": "wB97M-V/def2-TZVPD", "s2": 2.031, "molar_mass_g_mol": 167.110, "gap_ev": [8.8, 7.4], "e_homo_ev": [-12.26, -17.03], "charge": 1, "multiplicity": 3, "lumo_energy_ev": [-3.46, -9.63], "elements": ["C", "C", "C", "C", "C", "N", "N", "O", "F", "F", "F", "H", "H", "H", "H", "H", "H"], "positions_angstrom": [[-0.124, -0.526, 0.664], [-0.544, -0.202, -1.408], [-0.049, -1.208, 1.985], [0.954, 1.655, 1.245], [-0.834, -0.365, -2.869], [-0.643, -1.096, -0.526], [0.282, 0.693, 0.423], [0.099, 1.004, -0.883], [-1.511, 0.723, -3.290], [0.297, -0.516, -3.603], [-1.556, -1.490, -2.941], [-0.801, -1.291, 2.731], [0.079, -2.215, 1.627], [0.903, -0.898, 2.426], [0.190, 2.368, 1.546], [1.465, 1.247, 2.206], [1.794, 2.118, 0.669]], "atomic_forces_ev_per_a": [[-4.49, -8.94, -0.08], [0.25, -0.26, -0.38], [1.93, -0.02, -1.96], [1.88, 0.00, 1.05], [0.14, 0.06, -0.40], [0.99, 0.32, 3.82], [2.65, 7.26, -2.55], [0.52, 0.95, 1.07], [0.42, -1.00, -0.10], [-1.06, 0.34, 0.63], [0.22, 0.95, -0.54], [-1.18, 0.75, 0.39], [0.15, -0.86, 0.22], [-0.18, -0.13, 0.36], [0.07, 0.53, 0.06], [-1.32, 0.11, -1.81], [-0.99, -0.08, 0.21]], "lowdin_spin": [0.487, 0.315, 0.087, 0.064, 0.027, -0.028, 0.580, 0.321, 0.014, 0.021, 0.004, 0.028, 0.013, 0.013, 0.034, 0.005, 0.015]}